1.
C48H51BrF5N2O4ReSe2 | the ωB97M-V functional and the def2-TZVPD basis

```
114
C48H51BrF5N2O4ReSe2 the ωB97M-V functional and the def2-TZVPD basis
Re -0.053 -0.690 -1.451
C -1.830 5.018 3.730
C -1.428 3.548 3.860
C -0.248 3.450 4.842
C -2.621 2.761 4.425
C -1.012 2.949 2.516
C -0.692 1.604 2.434
C -0.287 1.086 1.220
Se 0.018 -0.795 1.031
C 1.920 -1.017 1.090
C 2.551 -1.239 2.297
C 3.900 -1.561 2.304
C 4.543 -1.632 1.066
C 3.916 -1.429 -0.164
C 2.549 -1.143 -0.137
O 1.844 -1.044 -1.306
C 4.677 -1.538 -1.495
C 4.096 -2.683 -2.342
C 6.165 -1.828 -1.281
C 4.572 -0.205 -2.256
C 4.601 -1.854 3.631
C 3.887 -3.030 4.320
C 6.071 -2.228 3.433
C 4.529 -0.614 4.533
C -0.195 1.828 0.050
O 0.214 1.226 -1.098
C -0.543 3.180 0.096
C -0.933 3.693 1.337
C -0.556 4.031 -1.183
C 0.842 4.060 -1.817
C -0.975 5.479 -0.912
C -1.565 3.428 -2.176
H -2.146 5.390 4.707
H -2.666 5.151 3.037
H -0.995 5.640 3.395
H -0.527 3.865 5.815
H 0.613 4.009 4.466
H 0.061 2.413 4.993
H -2.993 3.242 5.333
H -2.344 1.735 4.685
H -3.439 2.724 3.700
H -0.752 0.955 3.303
H 1.986 -1.168 3.221
H 5.596 -1.869 1.058
H 4.156 -3.630 -1.797
H 4.674 -2.787 -3.264
H 3.051 -2.506 -2.605
H 6.327 -2.782 -0.773
H 6.657 -1.037 -0.708
H 6.656 -1.888 -2.254
H 3.537 0.047 -2.485
H 5.128 -0.270 -3.196
H 4.999 0.608 -1.665
H 3.808 -3.886 3.645
H 2.878 -2.756 4.642
H 4.446 -3.344 5.206
H 6.184 -3.111 2.798
H 6.514 -2.460 4.403
H 6.643 -1.405 2.995
H 3.495 -0.308 4.717
H 5.056 0.228 4.077
H 4.993 -0.825 5.501
H -1.196 4.739 1.385
H 1.570 4.490 -1.123
H 0.824 4.682 -2.716
H 1.182 3.062 -2.094
H -0.281 5.985 -0.236
H -1.983 5.546 -0.495
H -0.975 6.028 -1.857
H -1.295 2.402 -2.437
H -1.584 4.024 -3.094
H -2.571 3.426 -1.747
C 0.782 -0.204 -4.609
O -0.259 -0.027 -3.620
C -1.569 0.006 -4.042
C -1.965 0.069 -5.349
C -3.335 0.120 -5.633
Br -3.892 0.180 -7.431
C -4.260 0.123 -4.628
C -3.835 0.063 -3.288
C -2.480 -0.013 -2.980
O -2.027 -0.116 -1.741
C -4.786 0.061 -2.196
N -4.465 0.003 -0.908
C -5.615 0.036 -0.121
C -5.799 0.016 1.254
C -7.104 0.080 1.702
C -8.186 0.162 0.811
C -7.997 0.183 -0.558
C -6.683 0.117 -1.001
N -6.122 0.133 -2.283
H 0.589 -1.103 -5.191
H 1.709 -0.310 -4.055
H 0.829 0.675 -5.250
H -1.249 0.089 -6.158
H -5.313 0.164 -4.882
H -3.484 -0.059 -0.645
H -4.962 -0.051 1.940
H -7.299 0.067 2.766
H -9.193 0.213 1.204
H -8.831 0.243 -1.246
H -6.635 0.184 -3.146
F 0.710 -8.133 0.079
C 0.382 -6.955 -0.432
C -0.507 -6.881 -1.486
F -1.035 -7.992 -1.986
C -0.842 -5.649 -2.011
F -1.703 -5.624 -3.031
C -0.310 -4.469 -1.511
Se -0.872 -2.843 -2.328
C 0.573 -4.577 -0.451
F 1.107 -3.486 0.110
C 0.923 -5.798 0.089
F 1.774 -5.863 1.109
```

The HOMO energy (alpha / beta) comes out at -10.250 / -10.397 eV. For the energy above the lowest of the compared OMol25 structures with the same formula, charge and spin, the calculation gives 0.0 kcal/mol. The net charge is +1. The HOMO-LUMO gap (alpha / beta) comes out at 6.552 / 6.748 eV. Its LUMO energy (alpha / beta) is -3.697 / -3.649 eV. Its spin multiplicity is 2.

Here are the Löwdin charges for atoms 1 to 99, given in e: number 1, Re, carries 1.236; number 2, C, carries -0.062; number 3, C, carries -0.558; number 4, C, carries -0.040; number 5, C, carries -0.048; number 6, C, carries -0.160; number 7, C, carries -0.058; number 8, C, carries -0.376; number 9, Se, carries 1.221; number 10, C, carries -0.384; number 11, C, carries -0.049; number 12, C, carries -0.149; number 13, C, carries 0.057; number 14, C, carries -0.071; number 15, C, carries -0.332; number 16, O, carries -0.329; number 17, C, carries -0.524; number 18, C, carries -0.031; number 19, C, carries -0.064; number 20, C, carries -0.033; number 21, C, carries -0.556; number 22, C, carries -0.040; number 23, C, carries -0.062; number 24, C, carries -0.043; number 25, C, carries -0.326; number 26, O, carries -0.278; number 27, C, carries -0.072; number 28, C, carries 0.053; number 29, C, carries -0.525; number 30, C, carries -0.032; number 31, C, carries -0.063; number 32, C, carries -0.028; number 33, H, carries 0.089; number 34, H, carries 0.091; number 35, H, carries 0.091; number 36, H, carries 0.091; number 37, H, carries 0.093; number 38, H, carries 0.079; number 39, H, carries 0.088; number 40, H, carries 0.077; number 41, H, carries 0.087; number 42, H, carries 0.111; number 43, H, carries 0.113; number 44, H, carries 0.090; number 45, H, carries 0.093; number 46, H, carries 0.089; number 47, H, carries 0.068; number 48, H, carries 0.091; number 49, H, carries 0.092; number 50, H, carries 0.089; number 51, H, carries 0.060; number 52, H, carries 0.090; number 53, H, carries 0.095; number 54, H, carries 0.092; number 55, H, carries 0.079; number 56, H, carries 0.088; number 57, H, carries 0.091; number 58, H, carries 0.089; number 59, H, carries 0.091; number 60, H, carries 0.076; number 61, H, carries 0.093; number 62, H, carries 0.090; number 63, H, carries 0.089; number 64, H, carries 0.096; number 65, H, carries 0.089; number 66, H, carries 0.072; number 67, H, carries 0.093; number 68, H, carries 0.088; number 69, H, carries 0.089; number 70, H, carries 0.058; number 71, H, carries 0.093; number 72, H, carries 0.094; number 73, C, carries 0.003; number 74, O, carries -0.249; number 75, C, carries -0.233; number 76, C, carries -0.020; number 77, C, carries -0.673; number 78, Br, carries 0.799; number 79, C, carries -0.064; number 80, C, carries -0.051; number 81, C, carries -0.307; number 82, O, carries -0.306; number 83, C, carries -0.149; number 84, N, carries 0.227; number 85, C, carries -0.146; number 86, C, carries 0.009; number 87, C, carries -0.060; number 88, C, carries -0.059; number 89, C, carries 0.005; number 90, C, carries -0.153; number 91, N, carries 0.211; number 92, H, carries 0.111; number 93, H, carries 0.086; number 94, H, carries 0.111; number 95, H, carries 0.115; number 96, H, carries 0.107; number 97, H, carries 0.154; number 98, H, carries 0.121; number 99, H, carries 0.114

2.
C48H51IN9O6P | the ωB97M-V functional and the def2-TZVPD basis

```
116
C48H51IN9O6P the ωB97M-V functional and the def2-TZVPD basis
O 0.051 -1.097 0.299
C -0.888 -0.333 0.239
O -1.055 0.647 1.187
C -1.919 -0.497 -0.858
C -2.781 0.710 -1.213
C -2.074 2.035 -1.510
C -0.805 1.848 -2.283
O 0.052 1.062 -2.007
I -0.507 3.134 -4.002
C -3.422 0.289 -2.614
N -4.880 0.428 -2.601
C -5.224 0.316 -1.203
O -6.268 -0.111 -0.813
C -4.056 0.824 -0.349
P -4.752 2.460 0.240
O -3.627 3.137 1.229
O -4.880 3.390 -1.124
H -0.677 1.467 0.858
H -2.598 -1.278 -0.537
H -1.382 -0.886 -1.710
H -1.900 2.630 -0.617
H -2.744 2.630 -2.117
H -3.031 0.790 -3.492
H -3.259 -0.777 -2.717
H -5.117 1.407 -2.787
H -4.048 0.147 0.502
H -2.820 3.446 0.800
H -4.063 3.833 -1.385
N 2.828 3.249 -0.266
C 3.805 3.585 0.575
C 4.532 2.667 1.319
C 4.223 1.324 1.185
C 3.209 0.953 0.316
C 2.548 1.951 -0.385
H 4.011 4.647 0.652
H 5.319 2.996 1.985
H 4.766 0.576 1.750
H 2.934 -0.084 0.183
H 1.750 1.705 -1.076
N 7.772 3.379 2.861
C 7.632 4.035 4.011
C 8.620 4.830 4.571
C 9.826 4.949 3.900
C 9.991 4.272 2.704
C 8.938 3.506 2.229
H 6.673 3.913 4.505
H 8.447 5.342 5.507
H 10.625 5.560 4.299
H 10.914 4.339 2.147
H 9.024 2.963 1.294
N 1.496 -0.219 -6.960
C 2.677 -0.793 -7.181
C 3.507 -1.260 -6.174
C 3.090 -1.121 -4.860
C 1.866 -0.525 -4.609
C 1.112 -0.095 -5.691
H 2.966 -0.880 -8.223
H 4.456 -1.720 -6.415
H 3.709 -1.472 -4.044
H 1.501 -0.396 -3.600
H 0.146 0.373 -5.541
N -10.020 -0.420 -4.904
C -8.971 -0.032 -4.180
C -8.118 -0.906 -3.524
C -8.372 -2.264 -3.623
C -9.459 -2.688 -4.371
C -10.247 -1.729 -4.989
H -8.813 1.040 -4.127
H -7.280 -0.535 -2.952
H -7.731 -2.980 -3.125
H -9.693 -3.739 -4.473
H -11.105 -2.018 -5.586
N -0.009 -3.538 -2.962
C 0.501 -4.458 -3.778
C 1.375 -5.451 -3.364
C 1.743 -5.490 -2.029
C 1.225 -4.539 -1.165
C 0.354 -3.590 -1.680
H 0.190 -4.389 -4.815
H 1.757 -6.174 -4.072
H 2.425 -6.249 -1.667
H 1.487 -4.530 -0.116
H -0.075 -2.826 -1.047
N -4.794 -2.157 0.828
C -5.880 -2.241 1.595
C -6.248 -3.383 2.290
C -5.440 -4.503 2.180
C -4.307 -4.440 1.386
C -4.030 -3.249 0.737
H -6.481 -1.341 1.648
H -7.143 -3.392 2.898
H -5.690 -5.416 2.702
H -3.652 -5.293 1.272
H -3.151 -3.164 0.107
N -8.453 -4.163 5.145
C -9.545 -4.233 5.902
C -9.923 -5.369 6.603
C -9.124 -6.496 6.509
C -7.984 -6.442 5.723
C -7.696 -5.255 5.068
H -10.143 -3.330 5.945
H -10.820 -5.367 7.205
H -9.385 -7.403 7.039
H -7.332 -7.299 5.621
H -6.814 -5.163 4.448
N 12.897 6.639 2.708
C 13.484 7.749 3.149
C 14.649 7.755 3.902
C 15.235 6.540 4.218
C 14.636 5.374 3.769
C 13.475 5.481 3.020
H 12.992 8.677 2.882
H 15.084 8.688 4.231
H 16.143 6.502 4.805
H 15.058 4.404 3.993
H 12.977 4.595 2.644
```

The HOMO energy comes out at -9.100 eV. The net charge is 0. The HOMO-LUMO gap comes out at 8.841 eV. Its LUMO energy is -0.260 eV. Its spin multiplicity is 1.

Here are the Löwdin charges for atoms 1 to 99, given in e: number 1, O, carries 0.104; number 2, C, carries -0.457; number 3, O, carries 0.099; number 4, C, carries -0.058; number 5, C, carries -0.357; number 6, C, carries -0.179; number 7, C, carries -0.773; number 8, O, carries -0.015; number 9, I, carries 0.874; number 10, C, carries -0.112; number 11, N, carries 0.070; number 12, C, carries -0.498; number 13, O, carries 0.105; number 14, C, carries -0.266; number 15, P, carries 0.913; number 16, O, carries -0.270; number 17, O, carries -0.274; number 18, H, carries 0.104; number 19, H, carries 0.107; number 20, H, carries 0.119; number 21, H, carries 0.105; number 22, H, carries 0.070; number 23, H, carries 0.121; number 24, H, carries 0.123; number 25, H, carries 0.125; number 26, H, carries 0.104; number 27, H, carries 0.035; number 28, H, carries 0.045; number 29, N, carries 0.051; number 30, C, carries -0.159; number 31, C, carries -0.069; number 32, C, carries -0.074; number 33, C, carries -0.062; number 34, C, carries -0.153; number 35, H, carries 0.101; number 36, H, carries 0.074; number 37, H, carries 0.106; number 38, H, carries 0.100; number 39, H, carries 0.069; number 40, N, carries 0.047; number 41, C, carries -0.158; number 42, C, carries -0.071; number 43, C, carries -0.075; number 44, C, carries -0.070; number 45, C, carries -0.148; number 46, H, carries 0.102; number 47, H, carries 0.101; number 48, H, carries 0.097; number 49, H, carries 0.080; number 50, H, carries 0.105; number 51, N, carries 0.055; number 52, C, carries -0.162; number 53, C, carries -0.078; number 54, C, carries -0.078; number 55, C, carries -0.069; number 56, C, carries -0.172; number 57, H, carries 0.100; number 58, H, carries 0.098; number 59, H, carries 0.106; number 60, H, carries 0.085; number 61, H, carries 0.062; number 62, N, carries 0.046; number 63, C, carries -0.153; number 64, C, carries -0.064; number 65, C, carries -0.076; number 66, C, carries -0.081; number 67, C, carries -0.168; number 68, H, carries 0.101; number 69, H, carries 0.063; number 70, H, carries 0.105; number 71, H, carries 0.097; number 72, H, carries 0.098; number 73, N, carries 0.057; number 74, C, carries -0.160; number 75, C, carries -0.077; number 76, C, carries -0.084; number 77, C, carries -0.065; number 78, C, carries -0.147; number 79, H, carries 0.103; number 80, H, carries 0.099; number 81, H, carries 0.104; number 82, H, carries 0.103; number 83, H, carries 0.068; number 84, N, carries 0.063; number 85, C, carries -0.128; number 86, C, carries -0.054; number 87, C, carries -0.080; number 88, C, carries -0.063; number 89, C, carries -0.141; number 90, H, carries 0.109; number 91, H, carries 0.086; number 92, H, carries 0.091; number 93, H, carries 0.103; number 94, H, carries 0.093; number 95, N, carries 0.057; number 96, C, carries -0.150; number 97, C, carries -0.072; number 98, C, carries -0.080; number 99, C, carries -0.067